Density functional theory data (ωB97M-V/def2-TZVPD) for C2H5N3O in the gas phase.

Each line ends with the natural charge from an NBO analysis.
Geometry (Å):
H (2.125, -1.726, -0.034)  0.37
N (2.375, -0.762, -0.135)  -0.73
C (1.329, -0.098, -0.003)  0.69
N (0.923, 1.192, 0.094)  -0.88
O (0.063, -0.828, 0.439)  -0.40
N (-0.896, 0.098, 0.114)  -0.20
C (-2.062, -0.300, -0.116)  -0.10
H (1.734, 1.867, 0.001)  0.39
H (-0.069, 1.658, 0.207)  0.49
H (-3.097, 0.259, -0.217)  0.20
H (-2.424, -1.358, -0.349)  0.16

## Properties
- ΔE to the lowest compared entry with this formula, charge and spin (kJ/mol) = 476.8
- HOMO (Ha) = -0.349
- SMILES = [H]/N=C(/N)ON=C